DFT (the ωB97M-V functional and the def2-TZVPD basis) results for C32H51CoGeNO2 as an isolated structure in a non-equilibrium geometry.

```
! RIJCOSX wB97M-V def2-TZVPD def2/J DEFGRID3
* xyz 1 5
Ge -0.22768 -4.80435 -1.14140
Co 0.17047 -2.37659 0.45861
O -1.89162 -1.77886 0.14057
O 2.06385 -1.67225 0.02057
N 0.02717 -0.11644 0.55051
C -1.09732 0.40156 0.30238
C -2.68228 2.08061 -0.22880
C 6.32147 -0.57040 0.11296
C -1.84795 -4.01217 -2.00582
C -3.77532 1.15967 0.08004
C 4.91486 -1.12656 0.17742
C 1.66894 1.76483 0.91372
C -0.32811 -6.79474 -1.22859
C -4.47934 -2.56420 1.02692
C 2.39360 -0.52329 0.31477
C -1.39647 1.74845 -0.12947
C 2.74740 3.92901 2.58523
C 3.78851 -0.05275 0.38174
C 3.23534 3.66416 1.13163
C -3.81993 3.56552 -1.84786
C 4.64898 4.21092 1.07109
C -4.81881 -1.17870 0.42689
C 4.03702 1.28283 0.61506
C -3.64076 -0.16663 0.29905
C -3.03804 3.52703 -0.52092
C 4.73426 -1.97867 -1.10378
C 1.31358 -4.22812 -2.29842
C -5.20502 -1.49609 -1.07820
C -6.05458 -0.61332 1.16447
C 3.02199 2.21422 0.86735
C -1.83342 4.43450 -0.63476
C -3.97130 4.05971 0.63139
C 4.78882 -2.12229 1.37019
C 2.42870 4.49711 0.14668
C 0.09828 -4.25910 0.76165
C -2.24620 -0.59842 0.25893
C 1.32747 0.50193 0.58468
H 1.70673 3.64395 2.71406
H 6.99817 -1.40589 -0.03830
H -4.65214 2.87154 -1.88793
H -3.89079 -3.13115 0.31776
H 2.24442 -4.35680 -1.71002
H -5.45089 -3.07887 1.16595
H 6.46935 0.12164 -0.73834
H -1.20002 4.37928 0.23930
H -4.91750 3.49375 0.68228
H 5.53286 -2.87258 1.19451
H 4.65240 -1.36470 -1.98736
H -3.10895 3.37285 -2.64323
H 2.92861 4.49606 -0.80121
H 5.33311 3.71123 1.75877
H 2.77350 4.98171 2.79587
H -4.78222 1.52755 0.05710
H -2.17608 5.46703 -0.70945
H 3.85746 -2.56339 -0.99447
H 0.96774 -4.81422 1.07217
H -1.26271 4.20768 -1.53470
H -2.82140 -4.34461 -1.63931
H 4.96005 -1.60562 2.33707
H -4.30296 -1.79152 -1.59641
H -4.21775 5.11325 0.43388
H 1.39466 4.20440 0.00090
H 5.05042 1.63211 0.48815
H -1.06788 -7.14668 -0.47604
H -4.24141 4.53252 -2.00294
H -3.98944 -2.53902 1.97768
H -3.46154 4.05870 1.58405
H -6.30627 0.41143 0.89927
H -0.56392 2.44828 -0.30858
H -1.83741 -2.93189 -1.92141
H 1.35983 -4.83945 -3.18724
H 3.79348 -2.58007 1.37162
H 6.61664 -0.06125 1.01314
H -5.90374 -2.33724 -1.08724
H 2.41429 5.55475 0.48855
H 0.87376 2.45993 1.13629
H 5.07596 4.10454 0.05263
H 5.61869 -2.59730 -1.16975
H -6.85634 -1.22890 0.78386
H -1.80961 -4.25348 -3.07551
H 4.66552 5.25879 1.34224
H -0.61889 -7.20910 -2.20159
H 1.20606 -3.20003 -2.61607
H -0.79986 -4.69299 1.28965
H 3.38052 3.40282 3.24544
H -6.02259 -0.76128 2.22768
H -5.66622 -0.65113 -1.57257
H 0.67775 -7.10474 -0.94668
*
```

The value obtained for the calculated total energy is -133731.9897 eV. The value obtained for the LUMO energy (alpha / beta) is -0.1772 / -0.1988 Ha. As for the expectation value of S²: 6.05. Its energy above the lowest of the compared OMol25 structures with the same formula, charge and spin is 0.0 kcal/mol. Its HOMO-LUMO gap (alpha / beta) is 6.0 / 6.0 eV.

Löwdin atomic charge list, values in e, 2 entries: Ge 0.7671; Co 0.7594